{"formula": "C37H97Cl2N4O36P9", "method": "ωB97M-V with the def2-TZVPD basis set", "energy_ev": -228275.10285, "max_force_ev_per_a": 7.24, "multiplicity": 1, "homo_lumo_gap_ev": 10.64, "elements": ["C", "O", "P", "O", "O", "C", "O", "C", "H", "H", "H", "H", "H", "H", "H", "H", "H", "C", "O", "P", "O", "O", "C", "O", "C", "H", "H", "H", "H", "H", "H", "H", "H", "H", "C", "O", "P", "O", "O", "C", "O", "C", "H", "H", "H", "H", "H", "H", "H", "H", "H", "C", "O", "P", "O", "O", "C", "O", "C", "H", "H", "H", "H", "H", "H", "H", "H", "H", "C", "O", "P", "O", "O", "C", "O", "C", "H", "H", "H", "H", "H", "H", "H", "H", "H", "C", "O", "P", "O", "O", "C", "O", "C", "H", "H", "H", "H", "H", "H", "H", "H", "H", "C", "O", "P", "O", "O", "C", "O", "C", "H", "H", "H", "H", "H", "H", "H", "H", "H", "C", "O", "P", "O", "O", "C", "O", "C", "H", "H", "H", "H", "H", "H", "H", "H", "H", "C", "O", "P", "O", "O", "C", "O", "C", "H", "H", "H", "H", "H", "H", "H", "H", "H", "Cl", "C", "C", "Cl", "H", "H", "H", "H", "C", "C", "N", "H", "H", "H", "C", "C", "N", "H", "H", "H", "C", "C", "N", "H", "H", "H", "C", "C", "N", "H", "H", "H"], "xyz": [[3.10119, -5.79669, 3.76041], [1.91169, -5.65973, 3.02003], [0.50766, -6.13256, 3.57038], [0.22895, -6.01723, 5.02100], [-0.45286, -5.27011, 2.61740], [-1.85060, -5.22178, 2.93852], [0.40327, -7.69801, 3.12575], [0.30772, -8.06917, 1.75920], [3.80531, -6.21614, 3.04859], [3.02091, -6.46844, 4.63974], [3.37371, -4.81000, 4.08410], [-2.15816, -4.28761, 2.50720], [-2.19883, -5.28181, 4.01473], [-2.27888, -6.10184, 2.41041], [0.28760, -9.18191, 1.80915], [1.19759, -7.72983, 1.20886], [-0.57265, -7.74522, 1.19889], [-7.42421, 4.14194, -0.15010], [-6.71863, 3.17211, 0.64791], [-5.86016, 2.06182, -0.13093], [-4.98342, 1.38621, 0.85904], [-5.20550, 2.73028, -1.38696], [-4.66052, 1.89804, -2.43079], [-6.87185, 1.12678, -0.91136], [-7.64955, 0.07197, -0.13461], [-6.87069, 5.07075, -0.17519], [-8.35394, 4.27559, 0.39489], [-7.69449, 3.85945, -1.19264], [-3.67816, 1.55451, -2.14805], [-4.65211, 2.41982, -3.37819], [-5.40014, 1.00619, -2.51531], [-7.32607, -0.95252, -0.18883], [-8.63588, 0.26881, -0.56860], [-7.65809, 0.24613, 0.97613], [-4.16134, 9.27213, -1.85701], [-4.67505, 8.04520, -1.36067], [-4.51475, 7.59439, 0.18462], [-5.79811, 7.17188, 0.64936], [-3.79798, 8.82141, 0.84783], [-2.45409, 9.14813, 0.83483], [-3.31319, 6.52958, 0.11910], [-3.43311, 5.35760, -0.67088], [-4.27385, 10.00109, -1.06433], [-4.77465, 9.49802, -2.80132], [-3.10855, 9.24113, -2.04970], [-1.81002, 8.42929, 0.34170], [-2.05638, 9.25360, 1.77584], [-2.39882, 10.07123, 0.30583], [-3.82655, 5.57999, -1.65224], [-3.97502, 4.53337, -0.22199], [-2.39728, 5.10885, -0.85135], [2.52688, -1.25402, -6.14034], [1.26307, -1.93128, -5.78531], [-0.12704, -1.63405, -6.45968], [-0.04231, -0.63265, -7.52729], [-1.09797, -1.41657, -5.20885], [-0.96893, -2.37875, -4.15578], [-0.58978, -3.09203, -6.99589], [-1.78198, -3.15517, -7.80063], [2.62641, -1.44730, -7.20175], [3.25169, -1.71349, -5.45883], [2.56102, -0.21642, -5.93584], [0.09529, -2.49146, -4.01392], [-1.45974, -3.26723, -4.41707], [-1.49462, -1.96489, -3.28377], [-1.66321, -2.88612, -8.85992], [-2.51002, -2.47786, -7.33257], [-2.13780, -4.18144, -7.56248], [3.21972, -7.71312, -2.27435], [4.17104, -6.64469, -1.95042], [3.51283, -5.34428, -1.34394], [2.54386, -5.53115, -0.24979], [4.81109, -4.46958, -1.00192], [4.49134, -3.28741, -0.17723], [2.82400, -4.69837, -2.56417], [3.51807, -4.14919, -3.64143], [2.73112, -7.93544, -1.36942], [3.81316, -8.51302, -2.58462], [2.44108, -7.36861, -2.98330], [5.40068, -2.75082, -0.00887], [3.96881, -3.61775, 0.72074], [3.88692, -2.61497, -0.79093], [3.07173, -3.17685, -3.93759], [3.32654, -4.83262, -4.56199], [4.64136, -4.15570, -3.49247], [1.44053, -4.56399, 7.15756], [2.00557, -3.48729, 6.34539], [1.34631, -2.06735, 6.30207], [1.84093, -1.31374, 5.17899], [-0.18404, -2.34006, 6.34700], [-0.87009, -2.46300, 5.09640], [1.65274, -1.58470, 7.77085], [1.38460, -0.23003, 8.24630], [2.08526, -5.35042, 7.27563], [0.53268, -4.83295, 6.63724], [1.12317, -4.31325, 8.08672], [-1.10339, -3.48890, 4.89993], [-0.33989, -1.91703, 4.27079], [-1.83577, -1.99986, 5.31726], [0.47497, -0.12454, 8.82083], [1.46051, 0.44268, 7.33722], [2.19342, 0.04494, 8.87483], [0.84161, 1.81462, -2.71571], [-0.50440, 2.36247, -2.67694], [-0.87512, 3.42831, -3.77712], [-2.34677, 3.54590, -3.96034], [-0.12931, 4.73641, -3.35269], [-0.15976, 5.94213, -4.12514], [-0.02699, 3.15038, -5.06791], [-0.70033, 2.30190, -5.99309], [1.16153, 1.77952, -1.66872], [1.50493, 2.48611, -3.29566], [0.71528, 0.85447, -3.17010], [0.43670, 5.97375, -5.07561], [0.24391, 6.74109, -3.47215], [-1.22273, 6.08471, -4.34573], [-0.08216, 2.07032, -6.87310], [-1.59582, 2.78665, -6.35200], [-0.99322, 1.37410, -5.49249], [4.68881, 4.16905, 0.97434], [3.89101, 5.19944, 0.32362], [2.64634, 4.82078, -0.59548], [2.77920, 3.54577, -1.31165], [2.37573, 6.07371, -1.45936], [3.23384, 6.41281, -2.55310], [1.51215, 4.95549, 0.44267], [0.18239, 4.55287, 0.00879], [4.61166, 4.21375, 2.10996], [5.69825, 4.47911, 0.66421], [4.37567, 3.13247, 0.67370], [4.26937, 6.41950, -2.09642], [3.01047, 7.36973, -3.03638], [3.22738, 5.53893, -3.22663], [-0.50373, 5.04901, 0.73578], [0.11569, 3.48268, 0.18813], [0.02167, 4.69319, -1.07307], [-1.01487, 0.14551, -0.09240], [-0.42790, -0.92199, -0.88763], [0.94862, -1.54292, -0.41504], [2.07004, -0.58217, -0.38757], [0.58914, -2.22556, 1.01992], [1.52649, -2.95654, 1.80857], [1.06556, -2.71654, -1.44108], [0.05956, -3.74935, -1.34208], [-0.80113, 0.07059, 0.96165], [-2.11096, 0.31898, -0.19958], [-0.49543, 1.08979, -0.32141], [1.95028, -3.77097, 1.19163], [0.97838, -3.33580, 2.63462], [2.28642, -2.22650, 2.07889], [0.36194, -4.48423, -0.55259], [0.13526, -4.24936, -2.29217], [-0.93296, -3.32111, -1.23830], [6.75341, -1.43549, 6.44051], [5.45161, -2.34777, 5.52262], [5.10291, -1.70897, 4.23137], [6.33398, -1.98295, 2.86367], [4.51648, -2.24869, 6.05269], [5.73400, -3.40802, 5.53647], [5.10632, -0.60003, 4.39936], [4.10015, -2.04876, 3.89199], [4.59414, 0.86083, -1.24521], [4.43934, -0.24507, -2.29560], [4.29206, -0.99486, -3.10567], [3.61859, 1.30190, -0.93681], [5.18712, 1.70054, -1.48672], [4.96824, 0.38393, -0.34065], [-3.65504, 2.58123, 3.49361], [-2.70352, 1.58019, 3.13782], [-1.89265, 0.79886, 2.87908], [-4.58232, 2.52469, 2.93409], [-3.22955, 3.56421, 3.48660], [-3.97268, 2.26969, 4.48646], [-3.57241, -1.59045, 1.36896], [-3.82028, -1.76045, -0.03947], [-4.05220, -1.82835, -1.13691], [-4.02805, -2.39727, 1.97900], [-4.10901, -0.64903, 1.60931], [-2.53410, -1.59960, 1.53386], [1.37075, 0.65616, 2.94929], [2.72797, 0.84065, 2.33453], [3.78734, 0.97563, 1.89143], [0.81697, -0.01309, 2.28929], [0.89765, 1.62238, 2.97990], [1.50792, 0.34219, 3.97129]], "forces_ev_per_angstrom": [[0.52, -0.79, 0.38], [-1.73, -0.05, -0.09], [-0.15, -1.01, 0.36], [0.21, -0.18, -1.47], [0.80, -0.52, 1.19], [-0.74, -1.23, -0.08], [-0.70, 1.83, 0.52], [0.84, -1.38, -0.53], [0.39, 0.11, 0.19], [-0.18, 0.36, -0.50], [0.44, 0.39, 0.25], [-0.54, 0.26, -0.20], [1.16, 0.08, -0.99], [-0.26, 0.77, 0.29], [0.08, 0.78, -0.36], [-0.20, -0.10, 0.09], [-0.16, 0.32, 0.54], [-1.01, 0.27, -0.14], [0.97, -0.59, -1.58], [0.21, -0.61, 1.11], [-0.45, 0.26, -0.65], [0.19, 1.02, 0.27], [-1.88, -2.16, -0.14], [-0.91, -2.09, 1.65], [-0.39, 2.24, 0.45], [0.16, 0.16, 0.09], [-0.12, 0.33, -0.09], [0.52, -0.36, 0.75], [0.30, -0.02, -0.03], [0.15, 0.42, 0.19], [1.63, 1.31, -0.14], [0.63, -0.15, -1.06], [0.10, -0.70, 0.45], [0.04, 0.53, -1.09], [-1.50, 0.20, -0.74], [0.16, -0.44, 0.34], [2.28, 0.25, -2.83], [-1.52, -0.70, 1.42], [-1.67, -0.74, 1.08], [0.72, -0.15, -2.12], [-1.02, 0.90, 0.95], [0.84, -0.12, -0.74], [-0.41, 0.65, -0.31], [1.12, -0.05, 1.50], [0.69, -0.37, -0.54], [-0.19, -0.35, -0.35], [0.48, 0.36, 2.49], [0.45, 0.87, -0.32], [-0.48, 0.12, -0.21], [-0.08, 0.18, 0.34], [0.17, -0.66, -0.01], [-0.74, -1.87, 0.11], [0.47, 0.35, 0.42], [0.26, -0.89, -0.57], [-0.69, 0.34, 0.50], [0.05, 0.79, -1.19], [0.06, 1.53, 0.82], [0.90, 0.83, -0.13], [-0.68, -0.37, 1.54], [0.71, 0.06, -0.01], [0.03, -0.03, -0.67], [-0.63, 1.12, 0.21], [0.08, -0.43, 0.69], [-0.49, -1.45, -0.53], [0.46, 0.01, -0.20], [0.31, -0.37, 0.44], [-0.09, -0.05, -0.41], [0.04, 0.61, -0.98], [-0.22, 2.28, 0.08], [-0.09, -0.54, -0.10], [0.99, 0.11, 1.14], [0.23, -0.20, -0.11], [-0.85, -0.28, 0.32], [-0.46, -0.34, -1.10], [-1.25, 0.73, -0.10], [0.81, -0.84, -3.19], [-0.72, -0.62, 1.13], [0.66, -1.22, -0.82], [0.72, -0.24, 0.02], [0.65, -0.13, 0.43], [0.32, 0.25, -0.05], [-0.32, -0.09, 0.24], [0.64, -0.49, 0.73], [0.35, 0.92, 1.40], [-1.40, 0.49, -0.01], [-1.72, 1.43, -2.96], [0.70, -0.95, 0.54], [0.60, -1.69, 1.89], [0.63, 1.25, -1.10], [-0.69, 0.20, -0.17], [-0.84, 1.33, -0.08], [-0.34, 0.96, 0.74], [0.56, 0.17, -2.32], [1.88, -1.77, -0.40], [0.19, -0.63, -0.03], [-0.46, 1.71, 3.01], [0.48, -0.71, -0.30], [-0.53, -0.68, 0.73], [0.07, 0.22, -0.51], [-0.44, -0.32, -0.32], [-0.55, -0.49, 1.17], [0.82, 0.04, 0.62], [0.12, 0.87, 0.45], [-0.14, 0.71, -0.51], [-1.90, 0.29, 0.18], [1.36, -0.03, 0.16], [1.12, 0.71, 0.80], [-0.26, 0.51, -0.06], [0.09, -0.39, -0.74], [-0.17, -0.96, -0.94], [0.19, -0.27, -0.52], [-0.25, -0.61, 0.47], [0.43, -0.70, -0.15], [-0.43, -0.74, 0.88], [-0.43, -0.46, -0.29], [0.26, 0.57, -0.20], [0.13, 0.12, 0.66], [-0.32, 0.18, -0.02], [0.09, -0.05, -0.24], [0.01, -0.11, 0.52], [-0.33, -0.25, -0.15], [1.65, -0.97, 1.01], [-0.03, 0.22, -0.08], [-0.51, 1.85, -0.97], [1.99, -1.52, 0.69], [-1.71, -0.22, 0.42], [0.03, -0.31, 1.00], [-0.15, 0.27, -1.50], [-0.14, -0.85, 0.33], [0.52, 1.10, 0.05], [-0.84, 0.46, -0.84], [-0.35, -0.39, 0.41], [-0.11, 0.68, -0.25], [0.29, -0.14, -1.11], [-0.13, -0.20, 0.00], [-0.11, 0.52, 0.63], [0.51, 1.37, 0.02], [-1.18, 0.54, 0.90], [0.26, 0.48, 1.06], [-0.53, -0.86, 0.07], [-0.98, 0.96, -1.58], [0.89, 0.45, -1.50], [0.17, -0.13, 0.26], [0.78, -0.85, 0.14], [-0.14, -0.80, 0.33], [0.89, -0.74, -0.48], [-0.32, -0.25, -0.48], [-0.20, 0.22, 0.55], [-0.18, -0.22, 0.68], [0.37, -0.28, 0.46], [-0.49, 0.78, -0.53], [-0.14, -0.34, -0.31], [-0.04, -0.01, 0.28], [-0.68, -0.52, -0.50], [0.38, -0.18, 0.69], [0.49, 1.08, -1.22], [-0.84, 0.02, 0.93], [-0.08, 0.01, 0.80], [0.04, 0.43, -0.35], [-0.25, -1.04, -0.43], [0.79, 0.23, 0.06], [-1.69, -1.90, 0.30], [0.68, 5.58, 4.56], [-0.55, -3.42, -3.49], [0.45, -0.75, -0.59], [0.99, 0.47, -0.91], [0.13, 0.05, 0.00], [-1.18, -0.49, 0.89], [1.39, -1.02, -1.05], [-0.69, 0.54, 0.43], [0.22, 0.02, -0.67], [0.16, 0.49, 0.06], [0.06, 0.54, 0.49], [-2.06, -0.08, 0.49], [0.36, -0.15, 2.63], [-0.61, -0.28, -3.36], [0.16, 0.31, -0.53], [0.81, -0.29, 0.24], [1.32, 0.46, 0.48], [1.52, 0.57, -1.08], [0.03, -0.03, 0.21], [-0.86, -0.06, 0.48], [-0.07, -0.11, 0.52], [-0.35, 0.39, -0.22], [-0.15, -0.59, 0.05]]}

***

{"formula": "C14H17ClN2O4", "method": "ωB97M-V with the def2-TZVPD basis set", "smiles": "CCNC(=O)COC(=O)CCNC(=O)c1ccc(Cl)cc1", "energy_ev": -38488.20195, "relative_energy_kcal_mol": 0.0, "max_force_ev_per_a": 0.80, "multiplicity": 1, "homo_lumo_gap_ev": 9.75, "elements": ["C", "H", "C", "N", "C", "O", "C", "H", "H", "O", "C", "O", "C", "H", "H", "C", "N", "C", "O", "C", "C", "C", "C", "C", "C", "H", "H", "Cl", "H", "H", "H", "H", "H", "H", "H", "H", "H", "H"], "xyz": [[-0.06078, -2.10772, 2.28460], [-0.42754, -2.69472, 3.12213], [0.80582, -2.97798, 1.38218], [1.45616, -2.21951, 0.33045], [0.82164, -1.88877, -0.79964], [-0.33289, -2.16113, -1.05411], [1.72139, -1.19994, -1.84812], [1.15075, -1.10680, -2.77389], [2.60883, -1.82262, -2.00850], [2.13457, 0.12625, -1.52073], [3.22456, 0.28708, -0.76716], [3.82676, -0.61966, -0.25214], [3.58909, 1.75026, -0.66337], [4.64703, 1.83190, -0.41777], [3.39052, 2.23059, -1.62259], [2.75681, 2.43073, 0.43878], [1.34436, 2.24169, 0.23733], [0.63697, 1.37245, 1.00384], [1.10199, 0.87779, 2.01321], [-0.75195, 1.10055, 0.54196], [-1.07508, 0.97878, -0.80606], [-2.36290, 0.65674, -1.18958], [-3.33562, 0.46654, -0.22044], [-3.03016, 0.57821, 1.12783], [-1.73656, 0.88317, 1.50186], [-1.46970, 0.95571, 2.54516], [-3.79459, 0.41546, 1.87117], [-4.94568, 0.07649, -0.69792], [-2.61118, 0.54046, -2.23240], [-0.31600, 1.09135, -1.56574], [0.93920, 2.58768, -0.61748], [2.99184, 1.98990, 1.41126], [2.99188, 3.49888, 0.45925], [2.39568, -1.88108, 0.49185], [0.18213, -3.73532, 0.89836], [1.58876, -3.47173, 1.96062], [-0.90907, -1.72900, 1.72042], [0.51036, -1.26278, 2.65995]], "forces_ev_per_angstrom": [[0.17, -0.15, -0.09], [-0.11, -0.08, 0.12], [-0.35, 0.03, 0.10], [0.27, -0.09, 0.43], [0.63, 0.35, -0.35], [-0.42, -0.15, -0.12], [-0.10, -0.57, -0.18], [0.06, -0.04, 0.21], [-0.11, 0.12, -0.04], [-0.24, 0.20, -0.12], [0.39, 0.30, -0.02], [0.06, -0.09, 0.06], [-0.14, -0.06, 0.17], [-0.02, -0.04, -0.06], [0.06, -0.01, 0.00], [0.24, -0.04, 0.05], [0.01, 0.27, -0.16], [-0.07, 0.26, -0.11], [0.04, -0.10, 0.24], [-0.25, -0.18, -0.04], [0.00, 0.08, 0.23], [-0.18, 0.01, 0.02], [0.33, 0.07, 0.00], [-0.01, -0.01, -0.04], [0.14, 0.07, -0.09], [0.03, -0.02, 0.09], [-0.08, -0.01, 0.04], [-0.23, -0.06, -0.07], [-0.04, -0.04, -0.08], [0.09, 0.00, -0.07], [-0.09, -0.06, 0.12], [0.01, 0.16, -0.14], [0.03, -0.13, 0.05], [-0.10, -0.03, -0.23], [0.15, -0.02, 0.09], [-0.05, -0.03, -0.08], [-0.08, 0.04, -0.02], [-0.02, 0.03, 0.06]]}

***

Computed values of HOMO level (unit: eV) for the preceding records, in sequence: -10.31 -9.23.